[1]
Computed, not measured: a cluster of 2 separate species, CH7ISi2 in total, with wB97M-V/def2-TZVPD.

The geometry in ORCA input format:
```
! RIJCOSX wB97M-V def2-TZVPD def2/J DEFGRID3
* xyz 0 1
Si 1.737 2.347 0.378
C 2.585 1.188 -0.627
I 3.484 -0.591 0.113
H 1.376 3.432 -0.562
H 1.001 2.346 1.655
H 3.121 1.606 -1.498
Si -1.655 -2.083 -0.739
H -1.933 -3.425 -0.549
H -0.342 -1.539 -0.354
H -1.834 -1.803 -2.101
H -2.613 -1.238 -0.196
*
```

Its molar mass is 202.14 g/mol. The highest occupied orbital energy comes out at -8.31 eV. The largest force on an atom is 2.174 eV/Å. For the energy relative to the best compared isomer or geometry (same formula, charge and spin), the calculation gives 3.603 eV.

The natural (NBO) scheme yields these atomic charges, measured in e: 0.9788 -1.0631 0.1378 -0.1603 -0.1312 0.2391 0.6506 -0.1613 -0.1466 -0.1709 -0.1730

[2]
Computed, not measured: a cluster of 5 separate species, H10O5 in total, with wB97M-V/def2-TZVPD.

The geometry in ORCA input format:
```
! RIJCOSX wB97M-V def2-TZVPD def2/J DEFGRID3
* xyz 0 1
O -4.244 -0.302 -1.655
H -4.495 -0.841 -2.405
H -3.956 0.525 -2.039
O 1.111 3.558 2.821
H 0.740 2.726 2.527
H 1.725 3.806 2.130
O -0.213 -0.186 0.764
H -1.104 -0.532 0.723
H 0.327 -0.941 0.997
O 1.154 0.867 -3.250
H 1.083 1.801 -3.446
H 0.944 0.801 -2.318
O 2.270 -3.397 1.853
H 1.947 -4.207 2.248
H 2.710 -3.680 1.051
*
```

Its molar mass is 90.07 g/mol. The highest occupied orbital energy comes out at -11.35 eV. The largest force on an atom is 0.365 eV/Å. For the energy relative to the best compared isomer or geometry (same formula, charge and spin), the calculation gives 1.303 eV.

The natural (NBO) scheme yields these atomic charges, measured in e: -0.9375 0.4687 0.4688 -0.9386 0.4733 0.4652 -0.9520 0.4742 0.4777 -0.9393 0.4654 0.4738 -0.9401 0.4702 0.4702

[3]
Computed, not measured: a cluster of 9 separate species, C36H71Cl2N2O9 in total, with wB97M-V/def2-TZVPD.

The geometry in ORCA input format:
```
! RIJCOSX wB97M-V def2-TZVPD def2/J DEFGRID3
* xyz 0 2
C 2.864 -1.924 4.012
C 3.768 -0.921 3.082
Cl 5.390 -1.846 2.774
C 3.158 -0.597 1.600
Cl 4.541 0.275 0.650
C 1.807 0.354 1.599
N 1.601 0.734 0.115
C 0.500 -0.548 1.998
C -0.323 0.022 3.294
C -0.989 -1.327 4.027
C -1.595 0.882 2.726
N 0.505 0.692 4.354
O -0.250 1.171 5.379
C 1.316 1.860 3.880
C 2.583 2.000 4.965
C 0.539 3.330 3.986
C 1.962 1.771 2.393
H 2.235 -1.269 4.765
H 2.234 -2.705 3.409
H 3.634 -2.560 4.663
H 4.081 0.046 3.662
H 2.946 -1.582 0.961
H 2.124 1.622 -0.095
H 1.941 -0.060 -0.489
H 0.802 -1.697 2.112
H -0.269 -0.534 1.085
H -1.689 -1.917 3.278
H -1.588 -1.038 5.002
H -0.050 -1.997 4.316
H -2.474 0.114 2.479
H -2.032 1.636 3.523
H -1.318 1.416 1.722
H 3.630 2.029 4.443
H 2.489 1.150 5.791
H 2.495 3.025 5.571
H -0.543 3.323 3.545
H 0.500 3.755 5.080
H 1.163 4.091 3.310
H 1.411 2.594 1.726
H 3.116 2.070 2.327
C -0.377 5.549 -1.861
C -0.353 4.196 -1.201
O -0.510 4.075 0.013
C -0.128 2.997 -2.083
H -0.548 6.320 -1.103
H 0.582 5.742 -2.347
H -1.189 5.590 -2.592
H 0.843 3.077 -2.578
H -0.929 2.925 -2.823
H -0.135 2.089 -1.470
C 2.519 -4.290 7.922
C 2.134 -2.837 7.848
O 1.548 -2.381 6.868
C 2.494 -1.963 9.020
H 2.196 -4.798 7.007
H 3.605 -4.383 8.009
H 2.027 -4.762 8.777
H 3.578 -1.952 9.156
H 2.001 -2.331 9.923
H 2.154 -0.940 8.827
C -1.182 -4.322 5.969
C -1.615 -4.988 4.690
O -1.293 -4.533 3.593
C -2.455 -6.231 4.805
H -0.582 -3.437 5.733
H -2.060 -4.007 6.539
H -0.572 -5.011 6.559
H -3.390 -6.001 5.323
H -1.902 -7.005 5.343
H -2.693 -6.602 3.802
C -1.497 -1.123 -1.118
C -1.930 -1.789 -2.397
O -1.609 -1.334 -3.493
C -2.771 -3.032 -2.282
H -0.897 -0.238 -1.354
H -2.375 -0.808 -0.547
H -0.888 -1.812 -0.528
H -3.705 -2.802 -1.764
H -2.218 -3.806 -1.744
H -3.008 -3.403 -3.284
C 2.765 8.274 -5.086
C 1.457 7.645 -4.685
O 1.382 6.890 -3.716
C 0.246 7.974 -5.515
H 3.551 7.946 -4.397
H 3.033 7.960 -6.098
H 2.685 9.362 -5.033
H 0.402 7.647 -6.546
H 0.053 9.049 -5.481
H -0.626 7.449 -5.109
C -4.862 -6.129 -5.201
C -5.098 -6.050 -3.717
O -4.479 -5.253 -3.014
C -6.119 -6.985 -3.126
H -4.099 -5.397 -5.487
H -4.506 -7.127 -5.469
H -5.787 -5.898 -5.737
H -5.819 -8.021 -3.301
H -7.099 -6.792 -3.569
H -6.183 -6.816 -2.046
C -1.656 2.087 -7.096
C -1.892 2.166 -5.611
O -1.273 2.963 -4.908
C -2.913 1.231 -5.020
H -0.893 2.819 -7.381
H -1.301 1.089 -7.363
H -2.581 2.318 -7.631
H -2.613 0.195 -5.195
H -3.893 1.424 -5.463
H -2.977 1.400 -3.940
C 3.582 0.977 -7.873
C 2.159 0.792 -7.417
O 1.272 0.474 -8.207
C 1.864 1.013 -5.957
H 3.646 0.785 -8.949
H 3.904 2.004 -7.681
H 4.234 0.271 -7.352
H 2.109 2.041 -5.680
H 2.439 0.308 -5.352
H 0.798 0.844 -5.774
*
```

Its molar mass is 746.87 g/mol. The highest occupied orbital energy (spin up / spin down) comes out at -8.62 / -8.63 eV. The largest force on an atom is 3.913 eV/Å.

Atomic partial charges in e from the Löwdin method, atoms 1 to 99: -0.1430 -0.6266 0.4598 -0.5575 0.4989 -0.4215 -0.0004 -0.0544 -0.4060 -0.0639 -0.0533 -0.1217 -0.0379 -0.3946 -0.0567 -0.0624 -0.0681 0.0660 0.0909 0.0772 0.0939 0.1354 0.0707 0.0807 0.1202 0.0997 0.0951 0.1017 0.0669 0.0962 0.0926 0.0909 0.0694 0.0931 0.0877 0.0786 0.0860 0.1067 0.1241 0.1208 -0.0284 -0.4782 0.0204 -0.0263 0.0854 0.0492 0.0882 0.0903 0.0529 0.0491 -0.0239 -0.4791 0.0300 -0.0210 0.0805 0.0874 0.0866 0.0875 0.0865 0.0862 -0.0229 -0.4831 0.0392 -0.0292 0.0431 0.0933 0.0824 0.0853 0.0844 0.0835 -0.0316 -0.4742 0.0365 -0.0380 0.0654 0.0912 0.0798 0.0900 0.0922 0.0659 -0.0248 -0.4675 0.0361 -0.0181 0.0853 0.0861 0.0864 0.0874 0.0871 0.0846 -0.0224 -0.4763 0.0429 -0.0263 0.0851 0.0869 0.0869 0.0861 0.0861